20
Properties=species:S:1:pos:R:3:forces:R:3 method="wB97M-V/def2-TZVPD" charge=0 orbital_gap_ev="3.1612 / 2.9935" e_homo_ev="-6.43 / -6.35" lumo_energy_ev="-3.3 / -3.4" e_above_lowest_ev=1.375
C -0.42534 0.07305 -0.67277 0.6 -2.3 1.0
C 0.34142 -1.01219 -0.76504 0.5 -1.2 1.5
C 1.12836 -1.64302 -1.87937 -2.6 1.7 -2.4
C -0.99852 0.21473 0.64638 -1.2 1.3 2.7
C 2.41022 -2.07414 -1.46151 0.4 1.1 1.4
C -0.32117 -0.85948 1.45282 -0.1 -1.8 0.5
C 0.39093 -1.65367 0.62829 -0.1 1.5 -1.4
C -1.00938 1.72286 1.17248 0.5 -3.5 -1.7
I 3.64465 -0.70758 -0.51875 0.0 -0.3 -0.3
I -2.84994 -2.53533 -0.65489 0.0 -0.3 -0.1
I 1.54972 -3.39967 0.88513 -0.8 0.8 -0.7
H -0.39884 0.81248 -1.34887 -0.5 2.5 -2.6
H 0.46909 -2.38933 -2.46518 1.2 0.7 1.1
H 1.31454 -0.77528 -2.69869 -0.1 -1.6 1.6
H -2.07591 -0.08097 0.80106 0.7 -0.2 -1.1
H 2.86321 -2.87540 -1.93580 1.1 -1.5 -0.6
H -0.68479 -1.27463 2.40120 0.3 0.8 -0.1
H -1.60571 2.26427 0.53072 -0.6 1.4 -2.5
H -0.03553 2.05262 1.27171 1.8 1.1 0.4
H -1.62699 1.86880 1.96352 -1.1 -0.2 3.4



104
Properties=species:S:1:pos:R:3:forces:R:3 method="wB97M-V/def2-TZVPD" charge=0 orbital_gap_ev="9.1078 / 9.4481" e_homo_ev="-8.82 / -9.50" lumo_energy_ev="0.3 / 0.0" multiplicity=2
C 4.29670 -0.41729 2.59064 -0.3 -0.5 -0.3
C 4.47375 -1.64281 1.60987 0.7 1.2 1.7
O 3.29259 -2.42862 1.73503 0.3 0.4 -1.4
C 2.86210 -2.96961 0.49411 -0.5 -1.1 -0.5
C 1.30001 -3.16941 0.45055 -0.2 0.1 0.3
C 0.56145 -2.59661 1.70622 -0.1 0.6 0.0
C 0.45344 -1.00901 1.57834 -0.2 -1.6 0.4
C -0.96401 -0.68949 0.98722 1.2 0.2 0.1
C -1.07732 0.69670 0.26444 -1.2 0.0 -0.6
C -2.41333 0.63914 -0.60360 0.4 1.2 0.2
C -3.69429 0.35994 0.26203 -0.6 -1.1 -0.3
P -4.98303 1.69727 0.12128 0.7 4.5 -0.2
O -4.37897 3.04172 -0.24592 -0.9 -2.7 0.6
O -6.17048 1.38081 -1.01535 1.4 -1.0 2.2
C -6.49255 -0.01428 -1.15474 -1.7 -1.3 -1.0
C -8.00680 -0.20644 -1.52855 0.0 0.3 0.0
O -5.64676 1.91772 1.66154 0.3 -1.5 -2.1
C -6.49102 0.80940 2.04306 -0.3 -0.2 0.8
C -6.86607 0.82961 3.55869 -0.4 -0.4 -0.5
C 0.08888 0.92820 -0.77347 -0.7 0.0 0.6
C 1.16617 1.98872 -0.33557 1.5 -1.2 -2.7
C 0.84141 3.32890 -1.10072 -0.9 -0.2 0.5
C 2.55161 1.47495 -0.93040 0.0 -0.5 0.1
N 1.32871 2.13610 1.12342 -1.0 3.1 -0.6
O 2.20191 3.06590 1.41048 0.5 -1.4 0.0
C 0.07608 2.52510 1.83183 -2.0 -0.8 2.3
C -0.13467 4.07277 2.02181 0.6 0.0 0.3
C 0.20531 1.92541 3.30959 0.3 0.8 -0.1
C -1.25006 1.93267 1.22334 0.2 -0.6 -0.2
H 3.75954 0.41962 2.08489 0.5 -0.5 0.4
H 5.27130 -0.08807 3.01106 -0.6 0.0 -0.4
H 3.65398 -0.76807 3.43531 0.5 0.3 -0.6
H 4.68141 -1.27246 0.58170 -0.3 -0.4 0.5
H 5.37680 -2.19350 1.98361 -0.7 0.0 -0.5
H 3.33179 -3.97872 0.33574 -0.2 0.8 0.1
H 3.15618 -2.35795 -0.39321 0.0 -0.1 0.8
H 0.91332 -2.60888 -0.43566 0.2 -0.5 0.5
H 1.06715 -4.24664 0.27332 0.1 0.8 0.3
H -0.49140 -2.97167 1.77391 0.9 0.0 -0.2
H 1.05764 -2.87276 2.66761 -0.2 0.1 -0.9
H 0.60925 -0.61393 2.60244 -0.2 0.1 -0.8
H 1.30019 -0.68630 0.93450 -0.6 0.1 0.4
H -1.70657 -0.82179 1.81217 0.5 0.3 -0.6
H -1.19296 -1.50826 0.25181 0.2 0.8 0.4
H -2.29014 -0.06978 -1.45683 -0.2 0.2 0.8
H -2.49684 1.65552 -1.06817 -0.1 -0.8 0.3
H -3.48127 0.25246 1.35473 -0.1 0.4 -0.9
H -4.09189 -0.64270 -0.04251 0.1 0.9 0.3
H -5.90649 -0.46314 -1.98885 -0.1 0.4 0.6
H -6.32067 -0.63110 -0.24647 0.1 0.7 -0.4
H -8.24915 0.24765 -2.52016 0.3 -0.3 0.8
H -8.27343 -1.28983 -1.57376 0.4 0.8 0.0
H -8.69236 0.25587 -0.78265 0.6 -0.2 -0.4
H -7.43110 0.88595 1.44040 0.7 -0.4 0.4
H -5.93477 -0.14279 1.82937 -0.7 0.6 0.1
H -7.53928 1.68389 3.79950 0.7 -0.5 -0.1
H -5.98797 0.77960 4.23611 -0.5 0.3 -0.5
H -7.46653 -0.09734 3.74588 0.5 0.7 -0.1
H 0.52693 -0.07205 -1.01501 -0.2 0.9 0.2
H -0.38066 1.32958 -1.70766 0.5 -0.4 0.7
H 1.41620 4.19647 -0.71615 -0.2 -0.7 -0.4
H -0.25310 3.54609 -0.99405 0.8 0.0 0.0
H 1.01180 3.15667 -2.19062 0.0 0.2 0.9
H 2.56852 0.35668 -1.02110 -0.1 0.9 0.3
H 3.41770 1.74750 -0.29230 -0.6 0.2 -0.5
H 2.70250 1.85094 -1.97096 -0.1 -0.1 0.9
H 0.21114 4.69706 1.17314 -0.4 -0.5 0.4
H 0.45327 4.39904 2.91243 -0.4 -0.1 -0.7
H -1.21352 4.27058 2.23821 0.8 -0.2 -0.3
H -0.14869 2.68487 4.04934 0.1 -0.6 -0.6
H 1.29173 1.77885 3.51753 -0.9 -0.2 0.0
H -0.40235 1.01021 3.45677 0.7 0.4 -0.1
H -1.84519 2.71992 0.70328 0.6 -0.5 0.2
H -1.88686 1.59484 2.08181 0.5 0.5 -0.6
C 11.07288 1.86334 2.12438 0.1 -0.2 -0.2
C 9.72410 1.66999 2.78945 0.4 0.4 0.2
O 8.84714 0.87530 1.98054 -0.2 -0.1 0.0
C 9.10673 -0.43289 1.96895 0.0 0.3 -0.2
O 9.98631 -0.98742 2.57094 0.0 -0.1 0.1
O 8.22980 -1.02108 1.15018 -0.1 0.0 0.1
C 8.46378 -2.41762 0.96593 0.0 -0.4 -0.1
H 10.94840 2.27731 1.12176 0.0 0.1 0.1
H 11.69753 2.53670 2.71296 -0.1 0.0 0.0
H 11.60165 0.91574 2.01539 0.0 0.0 0.1
H 9.23667 2.63779 2.90815 -0.2 -0.2 -0.1
H 9.82371 1.23335 3.78499 0.0 -0.2 -0.1
H 8.50797 -2.94114 1.92072 0.1 0.1 0.0
H 9.38614 -2.56929 0.40396 0.0 0.0 0.2
H 7.63402 -2.82124 0.38878 -0.1 0.3 0.0
C -3.06881 -4.30581 -5.99532 0.1 0.3 0.1
C -4.47502 -4.10563 -6.52594 0.4 -0.4 -0.2
O -5.18970 -3.12251 -5.76595 -0.2 0.1 0.0
C -4.84515 -1.85502 -6.00176 0.0 -0.2 0.2
O -4.01437 -1.47992 -6.78393 0.0 0.1 -0.1
O -5.57212 -1.07237 -5.19924 -0.1 0.0 0.0
C -5.22913 0.31226 -5.27795 0.0 0.4 0.1
H -3.09301 -4.54544 -4.93023 -0.1 -0.1 -0.1
H -2.56822 -5.11354 -6.53097 -0.1 0.0 0.0
H -2.46999 -3.40102 -6.10577 -0.1 0.0 -0.1
H -5.03551 -5.03534 -6.42643 -0.2 0.2 0.1
H -4.47296 -3.84055 -7.58482 0.0 0.2 0.1
H -5.27150 0.67546 -6.30420 0.1 -0.1 0.0
H -4.23561 0.47335 -4.85745 0.0 0.0 -0.2
H -5.95158 0.86765 -4.68269 -0.1 -0.2 0.0